No. 1
{
  "formula": "C26H56NO2P2Si4Sn",
  "method": "the ωB97M-V functional and the def2-TZVPD basis",
  "elements": ["C", "C", "N", "C", "C", "C", "C", "P", "Sn", "P", "C", "C", "C", "C", "C", "C", "C", "O", "O", "H", "H", "H", "C", "C", "H", "H", "H", "H", "C", "C", "H", "H", "H", "H", "H", "H", "H", "H", "H", "H", "H", "H", "H", "H", "H", "H", "H", "H", "H", "H", "H", "H", "C", "Si", "C", "C", "Si", "Si", "C", "C", "C", "Si", "C", "C", "C", "H", "H", "H", "H", "H", "H", "H", "H", "H", "H", "H", "H", "H", "H", "H", "H", "H", "H", "H", "H", "H", "H", "H", "H", "H", "H", "H"],
  "positions_angstrom": [[0.026, 3.999, -3.606], [0.048, 2.620, -3.197], [0.984, 2.177, -2.285], [1.790, 3.057, -1.701], [1.738, 4.430, -1.981], [0.869, 4.892, -2.964], [-1.023, 1.738, -3.529], [-1.381, 0.213, -2.659], [0.417, -0.481, -0.783], [2.883, 0.731, -0.519], [2.668, 2.578, -0.570], [0.702, -2.729, -1.089], [-0.387, -3.501, -0.684], [-0.261, -4.890, -0.602], [0.932, -5.518, -0.969], [2.017, -4.743, -1.410], [1.906, -3.333, -1.488], [0.368, 0.618, -6.102], [1.003, -1.631, -4.717], [-0.706, 4.296, -4.357], [2.395, 5.090, -1.426], [0.813, 5.948, -3.209], [-2.835, 0.859, -1.793], [-2.077, -1.143, -3.671], [3.683, 3.008, -0.668], [2.264, 2.907, 0.413], [-0.238, 0.973, -5.456], [-1.742, 2.072, -4.290], [3.781, 0.427, 1.032], [4.188, 0.519, -1.788], [-1.325, -3.030, -0.411], [-1.104, -5.477, -0.241], [1.024, -6.606, -0.915], [2.969, -5.222, -1.693], [2.759, -2.737, -1.843], [1.514, -0.837, -2.917], [1.869, -1.991, -5.015], [0.977, -0.701, -4.992], [1.044, 1.293, -6.158], [1.957, -0.661, -2.323], [-3.539, 1.280, -2.517], [-3.333, 0.069, -1.241], [-2.535, 1.652, -1.104], [-2.857, -0.755, -4.342], [-1.310, -1.641, -4.277], [-2.529, -1.893, -3.009], [5.121, 0.999, -1.444], [4.369, -0.557, -1.940], [3.872, 0.970, -2.742], [4.719, 0.998, 1.069], [3.160, 0.698, 1.891], [4.016, -0.643, 1.088], [-3.982, 1.072, 1.439], [-2.945, -0.427, 1.928], [-3.347, -0.728, 3.754], [-3.509, -1.935, 0.958], [-0.623, -0.112, 1.556], [-0.364, 2.020, 2.510], [-1.519, 2.320, 3.983], [1.352, 2.367, 3.209], [-0.786, 3.241, 1.132], [0.251, -1.697, 3.107], [0.175, -0.974, 4.841], [-0.697, -3.319, 3.075], [2.022, -2.123, 2.655], [-4.948, 0.989, 1.958], [-4.201, 1.112, 0.367], [-3.542, 2.034, 1.722], [-4.424, -0.949, 3.809], [-2.817, -1.575, 4.202], [-3.163, 0.154, 4.379], [-3.455, -1.792, -0.128], [-2.940, -2.839, 1.208], [-4.562, -2.130, 1.213], [-1.326, 1.637, 4.821], [-1.318, 3.341, 4.343], [-2.584, 2.261, 3.734], [1.300, 3.331, 3.739], [2.121, 2.462, 2.435], [1.686, 1.615, 3.936], [-0.145, 3.152, 0.244], [-1.828, 3.146, 0.800], [-0.659, 4.256, 1.538], [-0.838, -0.739, 5.184], [0.575, -1.736, 5.523], [0.784, -0.073, 4.971], [-0.607, -3.836, 2.113], [-0.239, -3.968, 3.835], [-1.762, -3.245, 3.314], [2.156, -2.360, 1.592], [2.728, -1.328, 2.919], [2.314, -3.017, 3.225]],
  "atomic_forces_ev_per_a": [[0.5589, -0.3833, 0.3303], [-0.7707, -0.3643, 0.7356], [-0.2940, -0.2431, -0.0227], [-0.5739, 1.2979, -0.1515], [0.8047, -0.7834, 0.5901], [-0.7820, -0.4488, -0.7205], [1.1828, -0.7782, -0.7139], [-0.0111, 2.0168, -0.5026], [-0.4607, -0.8438, -0.3721], [0.0808, 1.1462, -0.0870], [0.2730, -0.4357, 0.4651], [0.2318, 1.2775, 0.1200], [0.5694, -0.2814, 0.0366], [0.0516, -0.0112, -0.1843], [0.2331, 0.4377, -0.0504], [0.0100, 0.5189, -0.1278], [-0.3843, -0.6889, 0.3786], [0.5360, -0.4016, -0.4887], [0.9414, -0.6833, 0.3112], [0.2564, 0.0657, 0.2664], [-0.0923, 0.0727, -0.1344], [0.0874, -0.1265, 0.0527], [-0.3041, -0.6555, 0.6051], [0.2669, -0.2581, -0.1293], [-0.3821, -0.1833, 0.1474], [0.1575, -0.1567, -0.6150], [-0.6741, 0.4186, 0.7551], [0.0434, -0.2291, 0.4883], [0.0454, -0.1780, 0.1342], [-0.1681, -0.4839, -0.2784], [-0.0020, -0.0247, 0.1087], [0.1483, 0.0319, -0.1542], [-0.0278, 0.3999, 0.0195], [-0.6198, 0.2358, 0.1400], [-0.3933, -0.2848, 0.1926], [0.4680, -0.0303, -0.0688], [-0.9712, 0.4203, 0.2054], [-0.0580, 0.0185, -0.7181], [0.2586, 0.2936, -0.2051], [0.0927, -0.0590, -0.9349], [0.2168, -0.0932, -0.0514], [-0.2659, -0.0638, 0.2009], [0.0752, -0.1071, -0.1146], [0.2097, 0.0819, 0.2528], [-0.0824, 0.1945, 0.2008], [0.0919, 0.1944, -0.0715], [-0.4497, -0.1603, -0.0518], [0.0717, 0.3845, -0.0458], [0.0542, -0.1901, 0.3785], [-0.2885, -0.0709, -0.0935], [0.1125, -0.1128, -0.1641], [-0.0202, 0.2297, 0.0535], [-0.2206, 0.0049, -0.0611], [-0.2984, 0.0397, -0.2635], [0.1977, -0.0515, 0.0643], [-0.3078, -0.1488, 0.0283], [-0.1881, 0.0043, 1.0039], [-0.0559, 0.2628, -0.0872], [-0.0365, -0.0537, -0.0746], [0.1222, 0.2005, 0.0060], [0.1134, 0.2848, 0.2072], [-0.0353, -0.0504, -0.4409], [0.0691, -0.0295, 0.1823], [-0.0506, -0.1816, 0.0773], [0.3122, -0.0957, 0.2050], [0.1569, 0.0422, -0.0651], [0.0366, -0.0107, 0.2544], [-0.0561, -0.2114, 0.0013], [0.2144, 0.0543, -0.0744], [-0.1095, 0.1633, -0.1080], [-0.0379, -0.1841, -0.1629], [-0.0026, -0.0105, 0.1640], [-0.0747, 0.1891, 0.0206], [0.1903, -0.0199, -0.1297], [0.0119, 0.1286, -0.2106], [-0.0345, -0.2151, -0.1054], [0.2190, 0.0289, 0.0343], [0.0802, -0.2197, -0.1320], [-0.0861, 0.0181, 0.1748], [-0.1071, 0.1420, -0.2014], [-0.1025, -0.0266, 0.1834], [0.2174, -0.0140, 0.1038], [-0.0728, -0.1155, -0.2131], [0.1140, -0.0770, -0.1558], [-0.0444, 0.1082, -0.0578], [-0.0596, -0.1446, -0.0830], [0.0630, 0.1305, 0.1040], [-0.0853, 0.0511, -0.1096], [0.1664, 0.0631, -0.0185], [-0.1371, -0.0024, 0.1260], [-0.1518, -0.1242, 0.0137], [0.0169, 0.1486, -0.1172]],
  "relative_energy_ev": 0.000,
  "homo_ev": -9.09,
  "total_energy_ha": -3284.3119,
  "charge": 1
}

No. 2
{
  "formula": "C26H57BClN4O3P",
  "method": "the ωB97M-V functional and the def2-TZVPD basis",
  "elements": ["C", "C", "C", "N", "B", "C", "C", "C", "C", "C", "N", "P", "O", "Cl", "H", "H", "H", "H", "H", "H", "H", "H", "H", "H", "H", "H", "H", "H", "H", "H", "H", "H", "H", "H", "H", "C", "C", "C", "C", "C", "C", "N", "O", "C", "C", "C", "H", "H", "H", "H", "H", "H", "H", "H", "H", "H", "H", "H", "H", "H", "H", "H", "H", "H", "C", "C", "C", "C", "C", "C", "N", "O", "C", "C", "C", "H", "H", "H", "H", "H", "H", "H", "H", "H", "H", "H", "H", "H", "H", "H", "H", "H", "H"],
  "positions_angstrom": [[-7.162, -6.739, -0.228], [-6.011, -5.731, -0.088], [-6.435, -4.266, -0.308], [-5.746, -3.634, -1.436], [-5.022, -2.427, -1.264], [-5.044, -1.507, 0.013], [-4.627, -0.046, -0.166], [-5.798, 0.869, -0.516], [-5.305, 2.224, -1.027], [-5.344, 2.407, -2.557], [-6.243, 1.479, -3.235], [-3.846, -1.890, -2.766], [-2.684, -3.096, -2.730], [-5.074, -2.450, -4.351], [-7.966, -6.332, -0.826], [-7.527, -7.072, 0.733], [-6.809, -7.622, -0.751], [-5.234, -6.012, -0.791], [-5.590, -5.827, 0.904], [-7.498, -4.286, -0.521], [-6.323, -3.739, 0.633], [-5.125, -4.297, -1.893], [-6.063, -1.509, 0.399], [-4.449, -1.964, 0.803], [-4.238, 0.311, 0.783], [-3.828, 0.101, -0.885], [-6.336, 1.043, 0.413], [-6.491, 0.382, -1.190], [-4.267, 2.313, -0.727], [-5.818, 3.044, -0.539], [-5.655, 3.436, -2.752], [-4.354, 2.329, -2.985], [-7.204, 1.661, -2.980], [-6.132, 1.519, -4.237], [-1.924, -2.692, -2.282], [2.477, -1.400, -4.271], [1.950, -0.153, -3.535], [3.119, 0.652, -2.968], [3.794, -0.033, -1.782], [2.771, -0.370, -0.696], [1.554, -1.143, -1.206], [0.997, -0.528, -2.448], [0.230, 0.470, -2.151], [1.927, -2.619, -1.450], [0.490, -1.166, -0.113], [1.219, 0.671, -4.589], [2.917, -1.106, -5.223], [3.256, -1.934, -3.733], [1.665, -2.097, -4.485], [2.757, 1.635, -2.649], [3.846, 0.832, -3.763], [4.320, -0.936, -2.104], [4.557, 0.628, -1.367], [3.261, -0.943, 0.093], [2.440, 0.568, -0.239], [1.111, -3.145, -1.948], [2.109, -3.115, -0.497], [2.830, -2.752, -2.039], [0.228, -0.167, 0.228], [0.870, -1.721, 0.744], [-0.420, -1.661, -0.459], [0.369, 0.121, -4.995], [1.904, 0.893, -5.407], [0.858, 1.618, -4.196], [2.883, 1.953, 2.695], [4.185, 1.514, 3.392], [4.002, 1.551, 4.909], [3.933, 2.973, 5.462], [5.153, 3.786, 5.027], [5.411, 3.758, 3.517], [5.338, 2.366, 2.982], [6.454, 1.742, 3.175], [4.411, 4.676, 2.788], [6.792, 4.342, 3.237], [4.413, 0.076, 2.942], [2.143, 1.155, 2.762], [2.410, 2.825, 3.138], [3.052, 2.152, 1.635], [4.836, 1.027, 5.385], [3.097, 1.000, 5.173], [3.011, 3.468, 5.144], [3.894, 2.936, 6.552], [5.039, 4.825, 5.345], [6.033, 3.397, 5.547], [4.491, 4.549, 1.708], [4.632, 5.718, 3.018], [3.376, 4.514, 3.078], [7.574, 3.838, 3.800], [6.800, 5.393, 3.527], [7.036, 4.281, 2.176], [4.561, 0.020, 1.863], [3.540, -0.526, 3.194], [5.268, -0.387, 3.429]],
  "atomic_forces_ev_per_a": [[0.5599, -0.1070, -0.2032], [-0.3964, -0.0216, -0.0555], [-0.3449, -0.7952, -0.1758], [1.4087, 0.4442, 1.4658], [-0.2474, -0.2912, -0.5109], [-0.3824, 0.2214, -0.4183], [-0.1838, 0.0233, 0.2937], [0.2464, 0.2505, 0.5194], [0.1103, -0.3507, -0.3341], [-0.5638, 0.4667, -0.0968], [0.3154, -0.3231, 0.1905], [0.0682, 0.7493, -0.1626], [-0.2043, -0.1062, 0.3587], [0.3298, -0.2312, 0.1539], [-0.3157, 0.0947, -0.0254], [-0.3188, 0.0647, 0.2059], [0.0147, -0.2555, -0.0273], [0.2344, 0.1236, -0.1198], [0.2993, -0.0622, 0.2007], [-0.3041, 0.1990, -0.0632], [0.2122, 0.4438, -0.0638], [-0.6244, -0.1120, -0.6734], [-0.2047, -0.0378, 0.2522], [0.1895, -0.3082, 0.0453], [0.2438, 0.1408, 0.1699], [0.1487, -0.2223, -0.2403], [-0.2825, -0.0594, 0.1544], [-0.0208, -0.0352, -0.3030], [0.2409, 0.1884, 0.1768], [-0.3163, 0.1002, 0.0204], [0.1137, 0.2579, 0.0123], [0.2496, -0.3604, -0.1106], [-0.0750, 0.0301, -0.2102], [-0.1338, 0.0710, -0.0297], [-0.0022, -0.1550, -0.4145], [0.0355, -0.1484, 0.1364], [0.4024, -0.6486, -1.1194], [0.1254, 0.1045, 0.4272], [-0.0871, -0.0410, -0.0499], [0.3158, 0.4591, -0.1808], [0.1867, -1.3692, 0.3886], [0.3097, 1.6144, 0.8315], [-0.3389, -0.3972, -0.2162], [0.1181, 0.0109, -0.1633], [-0.2318, 0.2978, -0.0100], [-0.2768, 0.2558, 0.1140], [-0.0530, 0.1200, -0.0067], [-0.0483, 0.0088, 0.0268], [-0.0208, 0.0051, 0.0224], [-0.1079, -0.0356, -0.0046], [-0.0443, -0.0401, -0.0817], [-0.0281, -0.0091, -0.0260], [0.0135, -0.0230, 0.0152], [-0.1398, -0.0967, 0.0445], [-0.1374, -0.0273, -0.0448], [0.0002, 0.0108, -0.0398], [-0.0521, 0.0839, 0.0657], [-0.0450, 0.0257, -0.0268], [-0.0558, 0.0090, -0.1178], [0.0865, -0.0628, -0.0307], [-0.0110, 0.0227, -0.0085], [-0.0105, -0.0065, 0.0253], [0.0832, -0.0860, -0.0027], [-0.0485, -0.0679, 0.0744], [-0.1072, 0.2058, -0.0145], [-1.2838, -0.2800, -0.5480], [0.2058, 0.2776, 0.3366], [0.0340, 0.0091, -0.0945], [-0.0998, -0.3719, 0.3157], [-0.4222, 1.1730, -0.4843], [0.8871, -0.5669, 1.4908], [-0.0795, 0.0525, -0.5540], [-0.1800, -0.1082, 0.0076], [0.2663, -0.2005, -0.0186], [0.4389, -0.2607, -0.0025], [0.0947, -0.1047, 0.0222], [0.0963, 0.0430, -0.0193], [0.0487, 0.0321, 0.0084], [0.0633, 0.0042, -0.0981], [-0.0321, -0.0313, -0.0901], [0.0027, -0.0164, -0.0372], [-0.0105, 0.0228, 0.0031], [0.0397, 0.0519, -0.0784], [0.0355, -0.0550, -0.1019], [-0.0055, -0.0339, -0.0070], [0.1119, -0.0200, 0.0439], [0.0271, -0.0475, -0.0214], [-0.0293, -0.0923, -0.0655], [-0.1022, 0.0372, 0.0154], [-0.0055, -0.0292, 0.0014], [0.0362, 0.0529, 0.0028], [-0.1200, 0.1139, 0.0060], [0.0855, 0.1377, -0.0423]],
  "multiplicity": 3,
  "homo_ev": [-7.91, -7.91],
  "total_energy_ha": -2295.9263
}